Record 1
The following is a quantum chemistry calculation of a molecular structure, C31H83N2O13S2, from the OMol25 dataset.

Its spin multiplicity is 1. The orbital gap comes out at 7.6 eV. The HOMO energy is -0.2162 hartree. The charge is -1. Its energy above the lowest of the compared OMol25 structures with the same formula, charge and spin is 0.00 kJ/mol.

XYZ file:
```
131
Properties=species:S:1:pos:R:3:mulliken_charge:R:1
C -0.68 -0.35 -1.99 -1.2309
C -0.51 0.63 -0.82 0.6508
C 0.06 1.98 -1.23 0.4270
C 1.26 1.88 -2.18 -1.7212
S -1.13 3.12 -1.97 0.9161
O -0.48 4.41 -1.78 -0.7885
O -1.38 2.71 -3.33 -0.5748
N -2.45 3.09 -1.05 0.0254
S -3.85 2.51 -1.54 0.8388
N -3.79 0.87 -1.76 -0.3968
O -4.32 3.01 -2.81 -0.6066
O -4.74 2.72 -0.41 -0.7511
H 0.29 -0.75 -2.30 0.4234
H -1.11 0.14 -2.86 0.2538
H -1.32 -1.19 -1.70 0.1911
H 0.15 0.19 -0.08 -0.3413
H -1.45 0.82 -0.31 -0.1424
H 0.37 2.50 -0.32 0.3782
H 1.86 1.00 -1.94 0.3897
H 1.91 2.75 -2.08 0.4150
H 0.93 1.84 -3.22 0.2843
H -3.26 0.40 -1.04 0.1472
H -3.46 0.64 -2.69 0.3028
C -5.16 5.11 1.60 -0.8411
C -4.00 4.63 2.45 0.3904
C -2.69 5.24 1.99 -1.1838
O -3.94 3.21 2.41 -0.5869
H -4.98 4.81 0.56 0.1022
H -6.10 4.65 1.92 0.1920
H -5.27 6.20 1.63 0.4095
H -4.18 4.88 3.50 0.3301
H -2.49 4.95 0.96 0.1920
H -1.86 4.89 2.60 0.3010
H -2.71 6.34 2.03 0.3753
H -3.84 2.96 1.48 0.3065
C -4.37 2.89 -6.67 -1.1758
C -4.27 1.39 -6.44 0.3846
C -5.64 0.73 -6.40 -1.2769
O -3.55 1.13 -5.24 -0.4269
H -4.92 3.36 -5.85 0.2510
H -3.38 3.34 -6.69 0.2922
H -4.88 3.11 -7.61 0.4109
H -3.67 0.94 -7.23 0.2521
H -6.23 1.15 -5.58 0.2935
H -5.54 -0.34 -6.24 0.3052
H -6.18 0.89 -7.34 0.3960
H -4.05 1.53 -4.51 0.2332
C -3.20 -3.39 0.57 -1.5933
C -2.24 -2.38 1.20 0.7752
C -2.00 -2.67 2.68 -1.4643
O -2.72 -1.05 1.02 -0.3483
H -4.17 -3.34 1.07 0.3716
H -3.35 -3.16 -0.48 0.3525
H -2.81 -4.41 0.67 0.3987
H -1.29 -2.41 0.67 0.1637
H -2.94 -2.60 3.23 0.4622
H -1.30 -1.94 3.09 0.2796
H -1.58 -3.67 2.82 0.3496
H -3.57 -0.96 1.47 0.2509
C -7.96 5.89 -1.24 -1.0298
C -8.69 5.98 0.08 0.5577
C -9.15 4.61 0.56 -1.2190
O -9.80 6.88 -0.01 -0.5913
H -8.62 5.49 -2.02 0.3707
H -7.62 6.88 -1.56 0.3035
H -7.09 5.23 -1.17 0.1700
H -8.03 6.41 0.83 0.1507
H -9.85 4.18 -0.17 0.4052
H -9.67 4.69 1.51 0.2834
H -8.31 3.93 0.66 0.2838
H -10.40 6.53 -0.67 0.3534
C 2.68 -2.00 3.03 -1.0827
C 2.87 -0.97 1.93 0.5471
C 3.93 0.06 2.30 -1.3053
O 1.63 -0.33 1.63 -0.4205
H 2.33 -1.52 3.95 0.2508
H 1.91 -2.73 2.74 0.3188
H 3.60 -2.53 3.24 0.2544
H 3.16 -1.47 1.01 0.2261
H 3.63 0.60 3.20 0.3644
H 4.05 0.78 1.49 0.3452
H 4.88 -0.43 2.49 0.2143
H 1.33 0.13 2.42 0.2492
C 7.88 -2.70 1.56 -1.1642
C 7.18 -2.96 2.89 0.4229
C 7.70 -4.23 3.55 -1.0450
O 5.77 -3.04 2.70 -0.3910
H 7.70 -3.53 0.88 0.1978
H 7.50 -1.79 1.10 0.3213
H 8.96 -2.59 1.70 0.4079
H 7.33 -2.11 3.56 0.2495
H 7.50 -5.09 2.89 -0.0208
H 7.19 -4.41 4.50 0.3146
H 8.77 -4.18 3.73 0.4303
H 5.60 -3.79 2.12 0.2523
C 8.50 -7.63 -0.59 -1.3754
C 7.80 -7.51 0.75 0.5971
C 7.28 -8.85 1.25 -1.3596
O 6.73 -6.56 0.67 -0.4890
H 7.81 -8.02 -1.35 0.3453
H 8.87 -6.66 -0.92 0.3293
H 9.35 -8.32 -0.52 0.3709
H 8.49 -7.08 1.48 0.2244
H 6.56 -9.26 0.55 0.3512
H 6.79 -8.73 2.22 0.3251
H 8.10 -9.56 1.37 0.3783
H 6.09 -6.88 0.03 0.3046
C 0.12 -2.64 6.58 -1.2612
C 0.77 -3.95 6.15 0.6029
C 0.78 -4.98 7.27 -1.4185
O 2.10 -3.72 5.67 -0.4386
H 0.67 -2.20 7.41 0.3924
H 0.12 -1.93 5.76 0.2422
H -0.91 -2.80 6.90 0.3925
H 0.24 -4.35 5.29 0.1306
H 1.35 -4.60 8.13 0.3623
H 1.24 -5.90 6.94 0.3320
H -0.23 -5.20 7.61 0.3725
H 2.62 -3.35 6.39 0.2992
C 2.16 4.03 -5.79 -1.1561
C 3.53 3.77 -5.17 0.4758
C 4.63 3.73 -6.22 -1.3843
O 3.51 2.57 -4.41 -0.5038
H 1.90 3.23 -6.49 0.3282
H 1.40 4.06 -5.01 0.2179
H 2.15 4.98 -6.33 0.3994
H 3.75 4.55 -4.45 0.2400
H 4.44 2.92 -6.94 0.3563
H 5.60 3.55 -5.76 0.3194
H 4.68 4.67 -6.78 0.3820
H 3.29 1.84 -5.00 0.3245
```


Record 2
The following is a quantum chemistry calculation of a molecular structure, C31H85BeF6N7O12P at a distorted geometry, from the OMol25 dataset.

Its spin multiplicity is 1. The orbital gap comes out at 3.2 eV. The HOMO energy is -0.2193 hartree. The charge is -1.

XYZ file:
```
143
Properties=species:S:1:pos:R:3:mulliken_charge:R:1
Be -0.24 -2.10 5.94 0.1442
C 2.05 1.81 6.30 0.8608
O 2.01 1.03 7.30 -0.3522
O 1.40 1.52 5.26 -0.3343
O 3.04 2.59 6.24 -0.3637
P -0.34 -1.73 -0.27 1.2038
F -0.83 -2.11 -1.76 -0.3868
F 0.27 -3.27 -0.47 -0.4176
F 1.09 -1.34 -0.93 -0.3753
F 0.26 -1.64 1.23 -0.3339
F -1.01 -0.29 -0.42 -0.3308
F -1.71 -2.43 0.20 -0.3615
C 6.91 0.76 0.52 -1.4966
C 6.11 0.48 1.79 0.4222
C 6.74 1.21 2.95 -0.7659
O 6.74 2.62 2.78 -0.2195
C 7.65 3.34 3.58 -0.7871
N 4.75 0.97 1.52 -0.6317
H 6.54 0.27 -0.38 0.4115
H 7.88 0.26 0.53 0.4103
H 7.07 1.82 0.30 0.2839
H 6.04 -0.59 1.99 0.3550
H 7.77 0.88 2.84 0.3120
H 6.34 0.88 3.91 0.4253
H 7.66 4.43 3.50 0.2281
H 8.71 3.11 3.45 0.2923
H 7.29 3.01 4.55 0.3147
H 4.48 0.52 0.66 0.2158
H 4.19 0.49 2.21 0.2371
C -2.60 3.88 -9.67 -1.4989
C -3.54 4.41 -8.59 0.4844
C -3.29 3.77 -7.16 -0.6206
O -3.26 2.32 -7.36 -0.2928
C -3.63 1.63 -6.14 -0.7590
N -3.51 5.84 -8.69 -0.6375
H -2.91 4.39 -10.58 0.4263
H -2.56 2.80 -9.78 0.3442
H -1.57 4.23 -9.59 0.3496
H -4.51 4.10 -8.97 0.1268
H -4.07 4.05 -6.46 0.3719
H -2.36 4.07 -6.67 0.3409
H -2.87 1.71 -5.36 0.3172
H -3.77 0.63 -6.54 0.2463
H -4.59 1.85 -5.66 0.3104
H -2.67 6.21 -9.13 0.2384
H -3.47 6.23 -7.76 0.2529
C 1.24 9.56 5.46 -1.4385
C 1.28 8.16 4.70 0.3726
C -0.08 7.82 4.12 -0.8340
O -0.01 6.43 3.65 -0.2308
C -1.21 6.06 3.09 -0.8745
N 2.29 8.14 3.76 -0.4912
H 0.51 9.59 6.26 0.3827
H 1.07 10.40 4.79 0.3422
H 2.24 9.67 5.88 0.3981
H 1.49 7.42 5.48 0.1491
H -0.36 8.52 3.33 0.3735
H -0.88 7.92 4.85 0.3993
H -1.71 6.73 2.40 0.3109
H -1.96 5.89 3.86 0.3339
H -1.22 5.11 2.55 0.3133
H 3.02 8.64 4.24 0.2490
H 2.09 8.67 2.92 0.2446
C -5.45 -7.58 -9.51 -1.4983
C -5.83 -6.89 -8.24 0.5275
C -4.66 -6.56 -7.34 -0.6073
O -5.20 -6.13 -6.07 -0.3332
C -4.19 -5.87 -5.11 -0.7694
N -6.69 -5.73 -8.57 -0.7347
H -6.17 -7.97 -10.22 0.3558
H -4.94 -8.48 -9.20 0.3590
H -4.78 -6.94 -10.10 0.2904
H -6.43 -7.68 -7.80 0.2023
H -3.98 -5.76 -7.65 0.3572
H -4.14 -7.50 -7.16 0.3421
H -4.40 -5.06 -4.40 0.2759
H -3.23 -5.54 -5.49 0.3120
H -4.04 -6.85 -4.68 0.2862
H -7.02 -5.60 -7.62 0.3670
H -6.18 -4.89 -8.78 0.2677
C -5.50 0.61 4.17 -1.4068
C -4.11 0.30 4.85 0.3762
C -4.03 0.84 6.31 -0.7139
O -3.21 -0.05 7.14 -0.2716
C -3.29 0.21 8.54 -0.7722
N -3.86 -1.17 4.89 -0.5086
H -5.49 0.18 3.17 0.3810
H -5.54 1.67 3.94 0.3593
H -6.40 0.30 4.70 0.3578
H -3.36 0.82 4.26 0.2717
H -5.04 0.86 6.70 0.3494
H -3.68 1.87 6.30 0.3402
H -4.06 -0.39 9.02 0.2744
H -3.49 1.27 8.74 0.3213
H -2.36 -0.01 9.05 0.2570
H -4.53 -1.80 5.30 0.1739
H -3.64 -1.49 3.96 0.2425
C -1.22 -8.00 2.67 -1.3094
C -1.04 -7.30 4.04 0.3398
C -0.37 -8.25 5.06 -0.7274
O -1.14 -9.51 5.14 -0.3612
C -2.30 -9.45 6.08 -0.6466
N -0.26 -6.11 3.79 -0.6152
H -0.31 -8.24 2.12 0.3392
H -1.80 -7.33 2.05 0.4147
H -1.68 -8.99 2.65 0.3242
H -1.97 -7.04 4.54 0.1301
H -0.25 -7.66 5.97 0.3230
H 0.60 -8.44 4.60 0.4147
H -2.72 -8.45 5.99 0.2794
H -1.94 -9.60 7.09 0.2570
H -3.08 -10.11 5.69 0.2664
H -0.64 -5.89 2.88 0.2943
H 0.67 -6.46 3.59 0.2865
C 2.46 4.26 -3.38 -1.5034
C 2.99 4.47 -1.99 0.5485
C 3.72 5.80 -1.87 -0.7859
O 4.37 5.88 -0.59 -0.2649
C 5.37 6.90 -0.51 -0.8165
N 1.85 4.37 -1.16 -0.6403
H 1.55 4.81 -3.58 0.3717
H 2.14 3.23 -3.53 0.4375
H 3.24 4.32 -4.14 0.3666
H 3.75 3.74 -1.70 0.2032
H 3.01 6.63 -1.96 0.2692
H 4.55 5.93 -2.57 0.4144
H 5.21 7.82 -1.08 0.3510
H 6.32 6.42 -0.76 0.2916
H 5.36 7.21 0.54 0.2407
H 1.36 3.51 -1.34 0.2571
H 1.12 4.99 -1.47 0.2563
C 4.83 -5.71 1.05 -0.4459
O 4.86 -6.93 1.87 -0.5242
H 4.13 -5.02 1.52 0.2474
H 5.84 -5.31 0.91 0.2321
H 4.52 -5.97 0.04 0.1967
H 5.15 -6.62 2.73 0.2946
C 3.57 -3.91 -4.57 -0.4737
O 2.52 -4.90 -4.40 -0.5214
H 4.44 -4.31 -5.09 0.2304
H 3.05 -3.15 -5.14 0.2277
H 3.76 -3.45 -3.60 0.2170
H 1.82 -4.49 -3.89 0.3206
```


Record 3
The following is a quantum chemistry calculation of 9 unconnected molecules or ions with the total composition C31H86N6O9 at a distorted geometry, from the OMol25 dataset.

Its structure (SMILES) is COC[C@H](C)N.COC[C@H](C)N.COC[C@H](C)N.COC[C@H](C)N.COC[C@H](C)N.COC[C@H](C)N.CC(C)O.CC(C)O.CO. Its spin multiplicity is 1. The orbital gap comes out at 9.0 eV. The HOMO energy is -0.3124 hartree. The charge is 0. Its energy above the lowest of the compared OMol25 structures with the same formula, charge and spin is 3.46 kJ/mol.

XYZ file:
```
132
Properties=species:S:1:pos:R:3:mulliken_charge:R:1
C -4.84 -1.56 -3.21 -0.7835
O -3.43 -1.60 -3.34 -0.2697
C -2.89 -2.72 -2.68 -0.8818
C -1.40 -2.56 -2.56 1.3379
C -0.73 -2.49 -3.92 -1.3779
N -0.94 -3.78 -1.82 -0.1281
H -5.16 -1.69 -2.17 0.2824
H -5.29 -2.35 -3.83 0.3211
H -5.17 -0.59 -3.57 0.2586
H -3.32 -2.86 -1.69 0.4012
H -3.08 -3.62 -3.29 0.3924
H -1.16 -1.78 -1.83 -0.6785
H 0.29 -2.12 -3.84 0.2212
H -1.31 -1.94 -4.67 0.3476
H -0.72 -3.49 -4.36 0.3589
H -1.11 -4.58 -2.42 0.3288
H 0.09 -3.83 -1.74 0.0917
C -0.14 -8.26 2.15 -0.7793
O 0.18 -6.92 1.84 -0.2620
C -0.94 -6.14 1.48 -0.8412
C -0.56 -4.69 1.61 1.7100
C -0.26 -4.32 3.04 -1.5986
N -1.63 -3.82 1.10 -0.6087
H -1.10 -8.34 2.69 0.3194
H 0.66 -8.68 2.74 0.2351
H -0.29 -8.81 1.21 0.2919
H -1.33 -6.37 0.48 0.4141
H -1.76 -6.39 2.17 0.3661
H 0.36 -4.58 1.02 -0.6671
H -0.07 -3.24 3.13 0.3386
H 0.58 -4.86 3.46 0.4022
H -1.15 -4.44 3.66 0.3502
H -1.29 -2.89 1.29 0.0336
H -1.71 -3.90 0.08 0.2338
C -4.73 -0.51 5.22 -0.8554
O -3.86 -0.07 4.21 -0.3290
C -4.42 -0.23 2.92 -1.2586
C -3.30 -0.03 1.94 1.6166
C -3.81 0.04 0.50 -1.5306
N -2.20 -1.01 2.02 -0.3223
H -4.32 -0.31 6.21 0.2507
H -5.00 -1.57 5.15 0.3222
H -5.68 0.05 5.18 0.3284
H -4.88 -1.22 2.79 0.5024
H -5.19 0.54 2.73 0.5572
H -2.84 0.92 2.21 -0.7599
H -4.48 0.87 0.32 0.5598
H -4.31 -0.90 0.24 0.4601
H -2.92 0.10 -0.12 -0.1830
H -2.58 -1.96 2.05 0.4048
H -1.78 -0.87 2.93 0.3045
C -0.20 5.23 -1.98 -0.4260
O -0.08 4.43 -3.15 -0.5162
C 0.51 3.18 -2.90 0.9826
C 0.60 2.41 -4.18 0.4482
C 1.32 1.09 -3.95 -1.2268
N 1.37 3.14 -5.24 -0.7816
H -0.87 6.02 -2.33 0.3368
H 0.77 5.70 -1.80 0.3392
H -0.59 4.79 -1.06 -0.0169
H 1.50 3.26 -2.41 -0.3554
H -0.08 2.60 -2.17 -0.4413
H -0.36 2.18 -4.65 0.3307
H 1.22 0.51 -4.87 0.3660
H 0.93 0.49 -3.13 0.0816
H 2.40 1.19 -3.80 0.3209
H 1.22 4.14 -5.09 0.3189
H 2.36 2.98 -5.05 0.2794
C -3.35 2.63 -0.93 -0.6514
O -3.69 3.13 0.33 -0.3853
C -2.56 3.62 1.03 0.6773
C -2.92 3.98 2.46 0.5538
C -4.15 4.87 2.55 -1.7088
N -1.75 4.58 3.09 -0.4331
H -2.49 1.93 -0.90 0.0193
H -3.03 3.42 -1.63 0.3498
H -4.17 2.08 -1.38 0.3931
H -1.86 2.77 1.07 -0.6391
H -2.14 4.49 0.51 0.3903
H -3.20 3.05 2.97 -0.0669
H -5.04 4.36 2.19 0.3082
H -3.99 5.83 2.04 0.3664
H -4.32 5.20 3.58 0.4946
H -1.94 5.13 3.92 0.2565
H -1.19 3.78 3.38 0.0937
C 6.61 -3.42 0.19 -0.7846
O 5.37 -4.07 0.05 -0.3006
C 4.34 -3.22 -0.37 -0.6948
C 3.10 -4.04 -0.69 0.3762
C 3.47 -5.25 -1.54 -1.6552
N 2.05 -3.28 -1.38 -0.1851
H 6.52 -2.64 0.95 0.2997
H 6.92 -2.98 -0.77 0.3169
H 7.34 -4.15 0.53 0.2584
H 4.09 -2.47 0.39 0.4243
H 4.60 -2.64 -1.28 0.4002
H 2.70 -4.43 0.25 -0.0266
H 2.54 -5.77 -1.77 0.4207
H 4.16 -5.89 -1.00 0.3907
H 3.93 -4.96 -2.49 0.3587
H 1.94 -2.42 -0.83 -0.0808
H 2.39 -2.97 -2.29 0.2621
C 1.32 5.06 2.20 -1.2984
C 1.85 3.63 2.05 0.8832
C 1.04 2.59 2.79 -1.3569
O 1.73 3.33 0.64 0.0211
H 0.52 5.20 1.48 0.1917
H 2.14 5.72 1.87 0.3804
H 1.07 5.31 3.22 0.4066
H 2.91 3.53 2.35 0.3207
H 0.03 2.49 2.40 -0.2682
H 0.96 2.92 3.84 0.5648
H 1.48 1.59 2.78 0.3535
H 2.33 3.93 0.16 -0.1022
C 6.28 4.48 -1.31 -1.4851
C 4.88 3.90 -1.25 0.5156
C 4.88 2.46 -0.80 -1.1195
O 4.10 4.70 -0.32 -0.5224
H 6.74 4.51 -0.32 0.4153
H 6.23 5.48 -1.75 0.3626
H 6.98 3.87 -1.89 0.3844
H 4.42 4.07 -2.22 0.2094
H 5.26 1.77 -1.56 0.3980
H 3.92 2.09 -0.44 0.1321
H 5.66 2.39 -0.04 0.3785
H 4.62 4.75 0.49 0.3179
C 0.25 0.27 0.42 0.8136
O 1.64 0.57 0.28 -0.4531
H -0.05 0.15 1.47 0.0763
H -0.34 1.11 0.05 0.1940
H 0.03 -0.66 -0.10 -0.7643
H 1.72 1.54 0.32 -0.0169
```


no.,DFT total energy (a.u.)
1,-3115.00051
2,-3473.25823
3,-2238.27245